No. 1
{"formula": "C5H9NO", "method": "the ωB97M-V functional and the def2-TZVPD basis", "de_lowest_kcal_mol": 94.59, "molar_mass_g_mol": 99.1, "homo_lumo_gap_ha": 0.3790, "homo_energy_ev": -9.6568, "lumo_ev": 0.66, "spin_multiplicity": 1, "species": ["C", "O", "C", "C", "C", "C", "N", "H", "H", "H", "H", "H", "H", "H", "H", "H"], "coordinates": [[-0.91493, -0.75054, 1.91977], [0.08520, -0.48021, 0.98362], [0.00944, 0.83273, 0.45266], [0.87247, 0.82483, -0.73309], [0.44348, -1.08831, -1.22772], [0.45561, 1.58893, -1.82379], [0.07173, 2.13920, -2.75286], [-0.79526, -1.79062, 2.18519], [-1.93206, -0.58037, 1.55071], [-0.78482, -0.14965, 2.81321], [0.36428, 1.51487, 1.21134], [-1.03609, 1.05214, 0.22446], [1.93576, 0.90770, -0.56141], [1.35556, -1.14206, -1.77153], [0.29302, -2.01513, -0.64497], [-0.42338, -0.86350, -1.82559]]}


No. 2
{"formula": "C17H20MoNO5Si", "method": "the ωB97M-V functional and the def2-TZVPD basis", "molar_mass_g_mol": 442.4, "homo_lumo_gap_ha": 0.2401, "homo_energy_ev": -19.5820, "charge": 3, "lumo_ev": -13.05, "spin_multiplicity": 1, "species": ["Mo", "O", "C", "O", "C", "C", "C", "C", "C", "O", "C", "C", "O", "O", "H", "H", "H", "H", "H", "H", "H", "H", "N", "C", "H", "C", "Si", "C", "C", "C", "C", "C", "C", "C", "H", "H", "H", "H", "H", "H", "H", "H", "H", "H", "H"], "coordinates": [[0.08627, -0.89730, -0.08029], [-0.66380, -2.51595, -2.22621], [-0.10587, -1.45952, -2.31072], [1.00902, -1.26943, -1.56549], [-0.62878, -0.22396, -3.02300], [0.28892, 0.95969, -2.66567], [-0.11337, 2.25432, -3.37551], [-1.35544, 2.68466, -2.57350], [-1.51175, 1.50985, -1.61628], [-0.13796, 1.16898, -1.29187], [-1.97289, 0.23122, -2.35171], [-2.51615, -0.72379, -1.28050], [-3.51128, -1.34624, -1.30978], [-1.66761, -0.73192, -0.19604], [-0.75405, -0.43972, -4.08898], [1.36056, 0.72948, -2.72295], [-0.31939, 2.08795, -4.42895], [0.68030, 2.99787, -3.30863], [-2.23894, 2.84859, -3.18354], [-1.16545, 3.59578, -2.00895], [-2.08245, 1.72653, -0.70806], [-2.76719, 0.38524, -3.08735], [0.38432, -4.08412, 0.46091], [0.40955, -2.93762, 0.40419], [0.36744, -5.09617, 0.51469], [2.12463, 2.26771, 1.32765], [2.08012, 0.46295, 0.78483], [3.51343, -0.79332, 0.77565], [0.14790, -0.76472, 2.05741], [0.52422, -1.65431, 3.06058], [-0.17116, -1.68767, 4.26160], [-1.23963, -0.82568, 4.46740], [-1.54772, 0.14478, 3.52107], [-0.82745, 0.21175, 2.33262], [2.76981, 2.37562, 2.20479], [1.15171, 2.68686, 1.60715], [2.54268, 2.93098, 0.56565], [4.46866, -0.26184, 0.85803], [3.56979, -1.40386, -0.14194], [3.48242, -1.47915, 1.62873], [1.34856, -2.33988, 2.91055], [0.12836, -2.38837, 5.02564], [-1.82217, -0.88970, 5.37789], [-2.30591, 0.88856, 3.73120], [-1.01226, 1.06490, 1.66769]]}


No. 3
{"formula": "C10H21BO3", "method": "the ωB97M-V functional and the def2-TZVPD basis", "de_lowest_kcal_mol": 106.99, "molar_mass_g_mol": 200.1, "homo_lumo_gap_ha": 0.3400, "homo_energy_ev": -8.6281, "lumo_ev": 0.62, "spin_multiplicity": 1, "species": ["B", "C", "C", "C", "C", "C", "C", "C", "C", "C", "C", "O", "O", "O", "H", "H", "H", "H", "H", "H", "H", "H", "H", "H", "H", "H", "H", "H", "H", "H", "H", "H", "H", "H", "H"], "coordinates": [[-0.46254, 0.74611, -0.96926], [-0.51870, -0.30769, 1.22831], [-0.28493, -1.65481, 0.31717], [-1.42450, -0.62443, 2.37152], [0.95602, 0.18938, 1.84825], [-1.56158, -2.50337, 0.14418], [0.84661, -2.61269, 0.79060], [1.24259, 1.73900, -2.65951], [0.56704, 3.13563, -0.61121], [-1.69182, 0.72355, -1.96139], [0.92484, 1.69789, -1.17386], [-1.03400, 0.65789, 0.31488], [0.18693, -1.05247, -0.95744], [-1.84085, -0.12726, -2.79464], [-1.15583, -0.07709, 3.24952], [-1.41412, -1.67939, 2.54860], [-2.58190, -0.34034, 2.31404], [0.72845, 1.23203, 1.99815], [1.67578, -0.06195, 1.05855], [1.23951, -0.25127, 2.74713], [-1.67381, -3.10391, 1.10225], [-1.42262, -3.34636, -0.62159], [-2.48261, -1.86209, 0.20051], [0.62216, -3.70411, 0.41108], [0.99522, -2.64807, 1.80478], [1.74651, -2.23721, 0.33360], [1.85284, 2.64267, -2.80465], [1.94892, 0.93375, -2.79683], [0.34328, 1.64048, -3.29947], [-0.01876, 3.59195, -1.35798], [1.47453, 3.73646, -0.36985], [-0.00578, 2.81282, 0.30647], [-2.40764, 1.55744, -1.82704], [1.76337, 1.43621, -0.49296], [-0.19439, -1.26288, -1.78046]]}


No. 4
{"formula": "C20H66O20", "method": "the ωB97M-V functional and the def2-TZVPD basis", "de_lowest_kcal_mol": 2.58, "molar_mass_g_mol": 626.7, "homo_lumo_gap_ha": 0.3629, "homo_energy_ev": -9.4295, "lumo_ev": 0.45, "spin_multiplicity": 1, "species": ["C", "O", "H", "H", "H", "H", "C", "O", "H", "H", "H", "H", "C", "O", "H", "H", "H", "H", "C", "O", "H", "H", "H", "H", "C", "O", "H", "H", "H", "H", "C", "O", "H", "H", "H", "H", "C", "C", "O", "O", "H", "H", "H", "H", "H", "H", "C", "C", "O", "O", "H", "H", "H", "H", "H", "H", "C", "C", "O", "O", "H", "H", "H", "H", "H", "H", "C", "C", "O", "O", "H", "H", "H", "H", "H", "H", "C", "C", "O", "O", "H", "H", "H", "H", "H", "H", "C", "C", "O", "O", "H", "H", "H", "H", "H", "H", "C", "C", "O", "O", "H", "H", "H", "H", "H", "H"], "coordinates": [[-0.92747, 2.92456, -5.06633], [-0.98212, 3.69380, -3.84827], [0.10564, 2.87926, -5.45777], [-1.32586, 1.92169, -4.95981], [-1.52601, 3.44767, -5.85552], [-1.48720, 3.13578, -3.23676], [-2.36412, -3.69914, -1.64302], [-2.14509, -2.85620, -0.50055], [-1.82151, -4.59677, -1.41664], [-3.46828, -3.80864, -1.78175], [-1.89433, -3.24976, -2.49899], [-2.59822, -2.01770, -0.79131], [-4.17076, -1.45850, 3.52781], [-5.32878, -0.90701, 2.88969], [-3.77196, -0.86499, 4.35051], [-4.38456, -2.43547, 3.97125], [-3.45031, -1.51635, 2.69967], [-6.08867, -0.94427, 3.53484], [-0.52694, -4.90500, 1.96548], [-0.92222, -3.50086, 1.92809], [0.40075, -5.15686, 1.42678], [-0.25917, -5.15668, 2.98960], [-1.35224, -5.58908, 1.73774], [-1.49591, -3.36897, 1.13703], [0.57706, 3.46606, 2.95184], [0.19140, 2.29756, 3.70211], [0.47255, 3.32825, 1.85051], [-0.04843, 4.35620, 3.22027], [1.55916, 3.76361, 3.23726], [-0.69119, 2.07326, 3.32245], [-0.54722, -0.22261, 0.81942], [-0.57449, 0.59861, -0.38441], [0.38811, -0.08005, 1.33624], [-1.38112, 0.06037, 1.54190], [-0.70197, -1.26723, 0.47811], [-0.06722, 1.44558, -0.38651], [-4.34081, -0.05686, -2.47796], [-3.08264, 0.41923, -3.17238], [-2.35171, 1.35659, -2.45309], [-3.98788, -0.90948, -1.30709], [-4.88322, -0.70243, -3.14413], [-4.97879, 0.75802, -2.16191], [-3.41143, 0.94896, -4.11322], [-2.42807, -0.38893, -3.44915], [-1.88708, 0.89915, -1.70884], [-4.07817, -0.41088, -0.50008], [-4.13868, 2.67359, 0.72435], [-2.62907, 2.58457, 1.05245], [-2.32589, 2.01888, 2.34221], [-4.79505, 1.39323, 0.59554], [-4.11112, 3.26872, -0.18183], [-4.71748, 3.28099, 1.42402], [-2.19046, 3.56007, 1.00975], [-2.11691, 1.95924, 0.28309], [-2.87776, 1.20142, 2.39608], [-4.99392, 1.15391, 1.48583], [1.41995, -2.21330, 3.68052], [0.40475, -1.35821, 4.45326], [-0.87802, -1.80593, 4.19118], [1.24206, -2.03431, 2.25817], [1.35518, -3.27704, 3.82641], [2.47134, -1.88494, 3.85696], [0.47420, -0.30442, 4.21560], [0.59461, -1.48888, 5.53719], [-0.88346, -2.34073, 3.38310], [0.57590, -2.67924, 1.93209], [2.46952, -3.61188, -1.35855], [3.26100, -2.83658, -0.36471], [2.62596, -1.54775, -0.14849], [1.14121, -3.76982, -0.98997], [2.99762, -4.55959, -1.48105], [2.61415, -3.07155, -2.33430], [4.29341, -2.69655, -0.78206], [3.33587, -3.37080, 0.60798], [2.08783, -1.67506, 0.65445], [0.59753, -2.99274, -1.20715], [5.73692, 0.39441, 1.00123], [4.89227, 1.61414, 1.30861], [5.11893, 2.65613, 0.40192], [7.12149, 0.71680, 1.29837], [5.52462, 0.12772, -0.04713], [5.35420, -0.40731, 1.64386], [5.12276, 1.99639, 2.29444], [3.82339, 1.32084, 1.35965], [6.05841, 2.64932, 0.03477], [7.56561, -0.13356, 1.14349], [0.60246, -0.94079, -3.42171], [1.70728, 0.09488, -3.29753], [2.87657, -0.34499, -2.65297], [0.13809, -1.27570, -2.12639], [0.93783, -1.83032, -3.92834], [-0.20487, -0.53298, -4.04485], [1.24004, 0.94504, -2.81966], [1.90995, 0.56635, -4.26371], [2.63513, -0.67245, -1.79439], [-0.09627, -0.51057, -1.53978], [2.19893, 3.14327, -0.75631], [2.96256, 3.69272, -1.94950], [2.20287, 4.90010, -2.25100], [0.88116, 2.73217, -1.03114], [2.15680, 3.88110, 0.05853], [2.64012, 2.18787, -0.41160], [2.78743, 2.96869, -2.79558], [4.00965, 3.87737, -1.68580], [2.33949, 5.51445, -1.49646], [0.49041, 3.39015, -1.59623]]}